Formula: C48H100N4O22
Source: OMol25
Level of theory: ωB97M-V with the def2-TZVPD basis set

Structure (XYZ):
```
174
Properties=species:S:1:pos:R:3
O 5.5864 2.0775 -2.0189
O -2.5755 -0.6813 -2.0214
O 0.7604 -0.1021 2.3609
O -0.5913 -0.1503 6.7170
O -0.6138 5.8668 -0.9522
O -2.5002 4.7039 -0.9487
O 3.2074 -1.5280 -3.9189
O 3.8106 -2.4705 5.4473
O -2.1403 0.7980 5.4152
O 1.0077 -3.8841 -0.5020
O 4.1513 -1.1051 0.6167
O 0.8123 5.5819 -5.7280
O 6.4258 3.3066 -0.3023
O -4.3039 -0.9400 1.2505
O 1.2842 -3.7830 -2.8070
O -4.4756 -4.6331 2.8035
O -5.2475 -5.4922 0.9079
O 1.8737 4.0447 -4.5094
O -4.2765 4.6856 -3.3675
O -5.8928 0.1557 2.4092
O 5.4151 -2.0096 -4.1469
O -2.8502 2.9971 -3.1231
N -3.5568 -2.6168 -2.6454
N 1.9564 -2.0500 6.6475
N 1.2860 -0.3185 0.1808
N 3.8664 -2.3455 2.5146
C -1.0606 -5.1880 -0.7353
C -3.8815 2.3925 -2.2542
C -2.9314 -0.7341 6.9996
C 6.5611 2.8240 -1.4353
C -2.6265 -3.1517 3.0244
C -4.2571 1.4753 1.1569
C 4.6076 1.6537 -1.0879
C -1.7546 -0.0118 6.3918
C 1.5427 3.0918 -5.5481
C 3.3930 2.6565 -1.1178
C 3.2124 -3.8845 -1.3219
C -2.7123 7.0411 -1.1461
C 7.0645 -0.8464 -2.8213
C -4.2890 -2.9683 -1.3797
C 7.7652 3.0428 -2.2884
C 2.1744 -3.0759 7.6883
C -4.9514 1.8026 -3.0843
C -2.4582 -1.3150 -4.3448
C 3.8727 -3.0744 -5.6501
C -4.8035 0.1202 1.6218
C -3.4409 -3.9405 2.0108
C -0.7239 2.7726 5.5982
C 1.5342 5.3315 -4.7895
C 0.9593 -0.3284 -1.1923
C 2.5260 -2.7418 2.2528
C 2.1865 6.2939 -3.8595
C 1.7477 -3.8028 -1.6811
C 2.5840 -0.4577 4.9716
C -2.8179 -1.5182 -2.8669
C -1.9401 5.7567 -1.0527
C 0.1176 4.0048 0.7422
C 5.6058 -1.0245 -3.1103
C -3.2343 4.1843 -3.6257
C 2.8643 -1.7602 5.6995
C -1.0898 1.5507 4.8012
C -6.4855 -5.7385 2.8976
C 4.5615 -1.5526 1.7003
C 4.1183 -2.0988 -4.4789
C -2.2144 4.8472 -4.5353
C 1.8842 1.6801 -5.0707
C -5.3971 -5.2659 2.0685
C -7.0747 -1.8762 1.5815
C -1.0632 0.0397 0.9499
C 0.1038 4.6119 -0.6722
C -6.3767 -1.1802 2.7393
C 0.4214 -0.1355 1.2000
C 6.0569 -1.2953 2.0023
C -0.4163 -3.7519 -0.5962
H -2.1536 -5.0501 -0.8462
H 1.9990 -4.0978 7.3151
H -5.5875 1.1864 -2.4922
H 3.3523 -4.1325 -0.2392
H 0.4655 3.1512 -5.6650
H -7.4413 -5.5290 2.3964
H -1.5001 1.7219 3.8875
H 2.0561 3.3441 -6.4537
H -4.8792 2.3623 1.1876
H -1.2459 1.0938 0.7554
H 1.3535 0.9985 -5.7374
H -0.6885 -3.1199 -1.4246
H -3.6580 -2.9957 -0.4226
H 0.8777 3.2734 0.9696
H 3.2779 6.2420 -3.9342
H -0.8523 3.5347 0.8161
H -5.6828 -1.9347 3.0941
H 2.3277 -2.7270 1.1985
H 2.7876 -3.2272 -5.7466
H -2.8237 -4.7862 1.5278
H -4.2176 3.1307 -1.5600
H 8.4808 3.3461 -1.5882
H 2.2585 -0.4026 0.4453
H -5.5799 2.4016 -3.7285
H -2.3947 -3.8539 3.8492
H 4.3266 -4.0157 -5.5288
H 3.6024 3.6864 -0.9312
H 1.7925 -2.1215 2.7932
H 4.2766 0.6396 -1.2735
H 1.8942 -0.4621 -1.7527
H -0.9428 -5.8213 0.0933
H 2.6569 2.3280 -0.4169
H -3.0096 -1.9928 -4.9885
H -3.9081 -3.1285 -3.4040
H -1.3950 5.2451 -4.0088
H 3.2662 0.3378 5.3791
H -0.2553 0.9367 4.7200
H -3.3506 1.6269 1.8389
H 4.2210 -2.6164 3.4260
H 1.8714 7.2558 -4.1009
H 4.3478 -2.6387 -6.5438
H -6.5316 -6.8265 2.8945
H 3.6816 -2.9823 -1.5475
H 0.4968 0.6188 -1.5275
H 7.5400 -1.7639 -2.4423
H -2.6720 5.5545 -5.2179
H -0.1606 3.9221 -1.4220
H 7.4460 3.7320 -3.0754
H 5.1118 1.7727 -0.1468
H -7.1754 -0.9375 3.4065
H 6.5790 -1.4335 1.0572
H 2.9649 2.6187 -2.0888
H -3.3211 1.5968 -1.8051
H -2.6359 -1.1477 7.9320
H -2.0737 7.8899 -1.5081
H 1.4743 -0.1798 5.0794
H 7.2382 -0.0543 -2.0880
H -3.8104 -0.2271 7.1281
H 6.0568 -0.2241 2.3388
H 1.9078 5.9687 -2.7875
H -4.7637 -3.9243 -1.4682
H -4.4798 1.1440 -3.8869
H 0.2488 -1.1145 -1.4359
H -1.7670 3.9950 -5.0887
H 5.0513 -1.3136 -2.2320
H 2.4160 -3.7532 2.7128
H -2.6241 -0.2472 -4.5682
H -1.5398 -0.5562 0.1645
H -0.1678 3.4261 4.9488
H 3.6749 -4.7032 -1.9417
H -3.1774 -2.2782 3.5315
H -6.4740 -5.3873 3.9390
H -0.1768 2.5148 6.5384
H 2.8728 -0.5053 3.9518
H 3.2284 -3.0517 8.0140
H 1.1797 -1.3855 6.7086
H -3.1011 7.1310 -0.0938
H -3.9533 -3.2468 1.3065
H 1.5408 -2.9940 8.5404
H -3.1802 -1.5625 6.2587
H -0.7682 -3.3086 0.3126
H 1.5648 1.5120 -4.0791
H -7.8397 -1.0866 1.2514
H -7.6528 -2.6691 2.0489
H -3.6115 6.8839 -1.7615
H -6.5243 -2.1843 0.7148
H -1.6796 -2.7784 2.6271
H 8.1873 2.0967 -2.7307
H 6.5318 -1.9256 2.7434
H -3.8496 1.4107 0.1783
H 5.1496 -0.1068 -3.4396
H -1.3702 -1.5132 -4.4723
H 2.9185 1.4746 -5.2403
H -0.5958 -5.7556 -1.5868
H 1.0623 4.9626 -0.8288
H -1.6219 3.2757 5.9106
H 7.6990 -0.5906 -3.6658
H -1.4548 -0.1159 1.9235
H 0.1251 4.7532 1.5632
H -5.0035 -2.1715 -1.0847
```

Output
Total charge: 0
Maximum force, eV Å⁻¹: 3.576
Calculated total energy, hartree: -3763.34440
Gap between HOMO and LUMO, hartree: 0.348
LUMO energy, eV: 0.5

***

Formula: C48H104BF2NO10Si
Source: OMol25
Level of theory: ωB97M-V with the def2-TZVPD basis set

Structure (XYZ):
```
167
Properties=species:S:1:pos:R:3
Si 3.8183 4.0947 0.9721
F 0.2069 1.5980 0.2757
F 1.8035 2.1215 -1.0796
O 6.4676 -0.9198 -0.2000
O -3.6544 2.6603 -0.0934
O -5.9153 1.9316 -0.1339
O -4.2239 0.4407 0.5299
O -6.4473 -2.0151 -3.3534
O -10.0208 -5.0413 -5.7006
O 3.7261 1.6899 6.0679
O -0.8260 0.0455 8.9897
O 1.2587 -5.8855 -1.2715
O -1.5842 3.0272 -0.7981
N -4.1969 4.4859 -2.0173
C 6.0476 3.1174 -2.3342
C 1.0079 3.7079 0.4537
C 4.7258 3.1734 -0.3870
C 7.9303 -2.7256 0.6166
C 4.6976 1.8109 -0.4424
C -0.1455 4.2456 -2.3127
C -1.0323 1.1830 9.8045
C 5.4341 3.8147 -1.3542
C -8.8194 -7.1102 -6.3145
C 2.1718 3.2895 1.3672
C -0.8573 5.4234 -1.6465
C 7.4142 -1.9092 -0.5560
C 3.2500 -1.0699 -1.2104
C 5.3095 1.1021 -1.4197
C -2.7944 2.5140 -1.2283
C 0.0101 -6.4352 -1.6252
C -0.3566 6.7906 -2.0670
C -0.3375 1.8007 -2.6318
C 3.6055 -2.5318 -0.9557
C 2.9636 0.4979 6.1162
C -10.2303 -5.5301 -3.2936
C 1.7275 -0.8931 -1.0960
C -7.4479 -0.5249 -1.7049
C -7.2097 -0.7367 -5.3019
C -0.3843 2.8860 -1.5677
C -3.4328 3.3050 -2.3880
C -8.7542 -5.6444 -5.9209
C 6.9163 0.0656 0.7135
C 2.3756 -6.7350 -1.4514
C -10.8404 -5.5812 -4.6805
C 2.5819 -7.1845 -2.8882
C 5.9181 0.6029 5.8649
C 5.0394 1.6114 6.5843
C 5.9841 1.7695 -2.3904
C 1.1662 -0.1879 -2.3173
C -0.3418 -7.6821 -0.8346
C -0.2613 0.3477 -2.1322
C 4.8755 4.2132 2.5177
C -6.2324 -0.8808 -2.5405
C 8.0985 0.8816 0.2202
C -2.4471 1.3146 10.3426
C 2.7502 -0.0512 7.5158
C 0.6887 2.6084 -0.5078
C 3.6436 5.8657 0.3568
C -7.4838 -1.8528 -4.3091
C -1.6210 -0.0418 7.8224
C -1.4281 1.1132 6.8542
C 1.3104 4.4832 -2.6797
B -4.5779 1.6665 0.0897
H 1.9983 0.7555 5.6803
H 6.4536 1.2299 -3.1841
H -7.1418 0.2376 -4.8153
H -1.1086 1.9132 -3.3688
H 8.3532 1.6498 0.9506
H -1.3225 -0.9722 7.3395
H 1.4596 5.4330 -3.1637
H 0.3607 -8.4969 -1.0176
H 3.6894 -0.3366 7.9923
H 4.1472 1.2754 0.3091
H 2.3088 -7.5983 -0.7794
H 2.0090 4.4068 -1.8651
H 5.5377 -0.4146 5.9635
H -8.1033 -5.5070 -5.0483
H -2.5188 2.1808 11.0004
H -7.7330 -1.3769 -1.0847
H -0.6324 0.2025 -1.1353
H -9.3276 -6.1280 -3.2270
H -7.2401 0.3271 -1.0614
H 5.0139 1.4096 7.6612
H 1.4677 -0.3161 -0.2221
H 3.4053 -0.2652 5.4644
H 1.8210 0.6153 -2.6152
H -2.0291 0.9565 5.9585
H 3.6533 -0.7193 -2.1458
H -0.4827 6.9753 -3.1215
H -7.5513 -2.8014 -4.8420
H 2.6876 -6.3205 -3.5451
H -2.8080 1.4549 -1.4745
H -0.3802 1.1945 6.5617
H 5.5028 4.8819 -1.3451
H 3.2406 -6.1552 -1.1294
H 6.5846 3.6541 -3.0936
H 2.8893 6.4231 0.8897
H -0.3389 1.0703 10.6376
H -5.8996 -0.0271 -3.1477
H -0.8661 5.3775 -0.5707
H -11.1423 -6.6041 -4.9337
H -5.1151 4.2134 -1.7113
H 8.4703 -2.1114 1.3381
H 8.2460 -1.4618 -1.1124
H 5.8060 4.7224 2.3296
H -3.1788 1.4428 9.5441
H 1.7445 -7.7796 -3.2559
H -4.9961 -0.1191 0.6218
H -2.6789 -0.1525 8.0866
H 1.6178 3.7387 -3.3940
H 4.5801 -2.7794 -1.3453
H -0.0373 -6.6304 -2.7038
H -9.4308 -7.2378 -7.2083
H -2.7204 3.5652 -3.1524
H -0.6445 4.1057 -3.2593
H -9.9690 -4.5048 -3.0279
H -0.7227 -5.6548 -1.4206
H 5.4687 2.6060 6.4642
H -7.8171 -7.4879 -6.5194
H 6.8954 -2.5687 -1.2514
H 1.2456 -1.8519 -1.0019
H -8.3041 -5.0750 -6.7343
H -5.9730 2.5471 -0.8674
H 1.1529 -0.9068 -3.1224
H 2.3303 2.2251 1.3260
H 0.1479 3.8520 1.0819
H -8.3085 -0.2666 -2.3240
H 3.6922 -0.5103 -0.4053
H 0.5768 1.9579 -3.1724
H 6.0621 0.7269 0.8663
H -10.9376 -5.9130 -2.5577
H 1.9327 3.5410 2.3895
H 2.8916 -3.1983 -1.4143
H 7.1383 -0.3886 1.6859
H 8.6124 -3.4991 0.2633
H 3.6513 -2.7683 0.0938
H 5.0354 3.2611 2.9984
H 4.5886 6.3739 0.4330
H -9.2527 -7.7275 -5.5263
H -6.2674 -0.9129 -5.8223
H -1.8896 5.3671 -1.9460
H 3.3876 5.8549 -0.6949
H -0.7352 2.0947 9.2728
H -8.0117 -0.6855 -6.0380
H 6.9284 0.6203 6.2742
H -1.3314 -8.0312 -1.1097
H 7.8581 1.3672 -0.7264
H 3.4820 -7.7947 -2.9649
H -0.3315 -7.4703 0.2351
H 5.9685 0.8346 4.7999
H 8.9848 0.2653 0.0626
H -1.7245 2.0679 7.2902
H -8.4495 -1.7073 -3.8114
H -5.4000 -1.1314 -1.8813
H 4.3232 4.8312 3.2134
H -3.7874 4.9421 -1.2132
H -0.8823 7.5400 -1.5010
H -11.7480 -4.9786 -4.6940
H 5.2243 0.0356 -1.4149
H 2.1135 -0.9349 7.4803
H 7.1018 -3.2024 1.1417
H 2.2711 0.6952 8.1498
H 0.6810 6.9064 -1.8042
H -2.7247 0.4233 10.9060
H 1.2150 4.6396 -0.0403
H -4.1280 2.6201 -2.8540
H -0.9062 -0.2575 -2.7529
```

Output
Total charge: 0
Maximum force, eV Å⁻¹: 2.134
Calculated total energy, hartree: -3212.54393
Gap between HOMO and LUMO, hartree: 0.343
SMILES: CCCCCC[C@](O[C@H](CN)OB(O)O)([C@H](C)CC)C(F)(F)CC[Si](C)(C)c1ccccc1.CCOCC.CCOCC.CCOCC.CCOCC.CCOCC.CCOCC
LUMO energy, eV: 0.4